Entry 1:
Entry from OMol25: a cluster of 2 separate species, C3H7N4 in total in a non-equilibrium geometry (the ωB97M-V functional and the def2-TZVPD basis).

Structure (XYZ):
```
14
Properties=species:S:1:pos:R:3
C 2.113 -0.136 0.593
C 1.187 -1.098 0.225
C -1.099 -0.663 -0.840
N 1.815 1.035 0.040
N 0.641 0.927 -0.484
N 0.181 -0.383 -0.425
N -1.678 0.970 0.554
H 3.097 -0.320 1.098
H 1.173 -2.212 0.284
H -1.729 -1.364 -0.293
H -1.429 -0.256 -1.778
H 0.209 1.802 -0.620
H -2.556 1.296 0.274
H -1.926 0.402 1.373
```

As for the total energy: -9173.068 eV. The charge is +1. The HOMO energy (alpha / beta) is -14.17 / -14.52 eV. Its gap between HOMO and LUMO (alpha / beta) is 8.5 / 8.7 eV.

Entry 2:
Entry from OMol25: a structure of composition C15H13Br9N2O4 in a non-equilibrium geometry (the ωB97M-V functional and the def2-TZVPD basis).

Structure (XYZ):
```
43
Properties=species:S:1:pos:R:3
C 2.923 -3.285 2.301
Br 2.378 -2.691 4.063
Br 3.708 -5.062 2.363
Br 4.234 -2.049 1.508
H 2.059 -3.293 1.651
C -2.024 -4.093 1.371
Br -1.753 -3.504 3.229
Br -3.135 -5.642 1.358
Br -0.288 -4.556 0.531
H -2.471 -3.261 0.850
C -2.305 0.686 6.908
Br -3.974 1.639 6.790
Br -0.813 1.833 7.460
Br -1.957 -0.165 5.211
H -2.421 -0.118 7.619
C 1.162 -0.629 0.397
C 0.549 -0.779 -0.842
C -0.838 -0.777 -0.961
C -1.588 -0.669 0.196
C -0.998 -0.477 1.435
C 0.386 -0.381 1.519
N -3.046 -0.763 0.095
O -3.664 -0.803 1.144
O -3.557 -0.853 -1.001
H 2.244 -0.609 0.399
H 1.166 -1.006 -1.702
H -1.308 -0.973 -1.914
H -1.562 -0.205 2.315
H 0.842 -0.111 2.462
C 0.380 2.804 -2.323
C 0.333 1.779 -3.265
C 0.819 1.953 -4.557
C 1.571 3.077 -4.829
C 1.703 4.081 -3.871
C 1.142 3.940 -2.620
N 2.053 3.370 -6.174
O 3.003 4.102 -6.304
O 1.422 2.876 -7.087
H -0.086 2.712 -1.352
H -0.364 0.974 -3.069
H 0.590 1.222 -5.319
H 2.268 4.976 -4.097
H 1.218 4.731 -1.886
```

As for the total energy: -657311.634 eV. The charge is 0. The HOMO energy is -10.19 eV. Its gap between HOMO and LUMO is 9.3 eV.

Entry 3:
Entry from OMol25: a structure of composition C25H35Ca3ClGaNO15 in a non-equilibrium geometry (the ωB97M-V functional and the def2-TZVPD basis).

Structure (XYZ):
```
81
Properties=species:S:1:pos:R:3
O 4.410 4.975 -0.113
C 3.347 4.409 0.041
C 3.165 3.175 0.811
Ga 2.025 3.620 2.437
C 2.061 4.966 -0.521
C 1.736 6.252 -0.299
C 0.562 6.706 -0.782
C -0.275 5.907 -1.448
C 0.055 4.619 -1.673
C 1.228 4.148 -1.207
H 2.574 2.477 0.232
H 4.098 2.697 1.061
H 2.007 2.262 3.351
H 2.515 4.823 3.310
H 0.458 3.821 1.984
H 2.368 6.911 0.256
H 0.307 7.736 -0.617
H -1.206 6.264 -1.843
H -0.599 3.957 -2.200
H 1.496 3.124 -1.368
Ca -0.081 1.795 1.999
C -4.221 2.453 -1.365
C -2.889 1.971 -1.947
O -2.195 1.286 -1.024
H -4.080 3.114 -0.510
H -4.815 3.000 -2.109
H -4.801 1.606 -1.045
H -2.415 2.910 -2.365
H -3.162 1.406 -2.877
C -1.002 -2.556 -0.288
C -0.422 -2.391 1.033
C 0.481 -3.517 1.489
O 1.104 -3.445 2.533
C 0.565 -4.679 0.645
C -0.012 -4.881 -0.649
C -0.811 -3.705 -1.184
O -1.304 -3.670 -2.289
O 0.097 -5.886 -1.324
O -0.589 -1.437 1.759
H -1.650 -1.776 -0.681
H 1.165 -5.480 1.067
Ca -5.790 -0.051 -0.745
C -0.216 3.087 -7.079
C -0.942 2.497 -5.915
O -2.104 2.552 -5.709
N -0.108 1.807 -4.847
C 0.075 0.348 -5.144
H -0.728 2.802 -7.995
H -0.212 4.171 -6.978
H 0.814 2.733 -7.130
H 0.797 2.268 -4.755
H -0.675 1.891 -3.977
H 0.722 -0.063 -4.373
H 0.534 0.235 -6.123
H -0.900 -0.127 -5.109
C -1.244 3.793 6.724
O -1.607 2.415 6.592
C -2.381 1.958 7.583
O -2.766 2.600 8.520
O -2.640 0.680 7.340
C -3.465 0.046 8.324
H -0.622 4.038 5.866
H -2.128 4.427 6.716
H -0.670 3.954 7.634
H -4.437 0.530 8.379
H -2.980 0.060 9.297
H -3.595 -0.983 8.004
Cl 0.985 -1.041 -0.678
C 2.508 -8.687 -2.746
C 2.817 -7.749 -1.578
O 2.379 -8.009 -0.504
O 3.589 -6.707 -1.907
H 1.885 -9.512 -2.419
H 1.983 -8.141 -3.535
H 3.441 -9.100 -3.162
Ca 5.139 -6.383 -3.250
C 2.271 -10.533 2.810
O 3.401 -10.007 3.005
O 1.592 -9.989 1.694
O 1.706 -11.429 3.433
H 2.277 -9.348 1.452
```

As for the total energy: -178895.557 eV. The charge is 0. The HOMO energy is -4.80 eV. Its gap between HOMO and LUMO is 1.0 eV.

Entry 4:
Entry from OMol25: a structure of composition C36H35Cl3MoN4O3S2SbSe5 in a non-equilibrium geometry (the ωB97M-V functional and the def2-TZVPD basis).

Structure (XYZ):
```
90
Properties=species:S:1:pos:R:3
Mo 2.063 0.457 1.743
Se 3.980 -3.973 1.393
Sb 4.870 -1.750 1.444
Se 3.335 -0.383 -0.166
Se 0.475 -1.343 1.964
Se 3.715 -0.273 3.338
C -3.398 -6.780 3.560
C -2.609 -5.511 3.720
C -1.225 -5.530 3.767
C -0.476 -4.366 3.930
C 1.018 -4.458 3.961
C -1.157 -3.151 4.034
Se -0.163 -1.523 4.232
C -2.557 -3.101 3.998
C -3.313 -1.807 4.108
C -3.259 -4.288 3.844
H -2.745 -7.621 3.332
H -4.129 -6.689 2.756
H -3.946 -7.019 4.474
H -0.702 -6.473 3.675
H 1.331 -5.474 4.196
H 1.450 -3.772 4.688
H 1.458 -4.192 2.995
H -3.028 -1.121 3.309
H -3.107 -1.303 5.053
H -4.385 -1.992 4.041
H -4.343 -4.254 3.809
Cl 6.431 3.867 -2.949
C 4.813 3.328 -3.260
C 4.464 2.014 -3.008
C 3.166 1.605 -3.258
C 2.201 2.481 -3.742
C 0.779 2.022 -4.026
C -0.290 2.594 -3.101
N -0.152 2.239 -1.703
C -0.794 2.898 -0.677
C -0.378 2.308 0.471
N 0.509 1.307 0.170
C 0.622 1.295 -1.136
O 0.670 0.612 -4.002
C 0.728 -0.043 -5.255
C -0.623 -0.138 -5.906
C -1.308 -1.308 -6.071
Cl -0.806 -2.878 -5.586
S -2.842 -1.108 -6.813
C -2.593 0.583 -6.926
C -1.390 0.957 -6.418
C 2.605 3.786 -4.007
Cl 1.495 4.933 -4.727
C 3.891 4.229 -3.766
H 5.186 1.324 -2.596
H 2.892 0.580 -3.051
H 0.530 2.413 -5.019
H -1.263 2.240 -3.451
H -0.262 3.682 -3.183
H -1.467 3.715 -0.861
H -0.668 2.528 1.484
H 1.233 0.609 -1.689
H 1.097 -1.048 -5.049
H 1.453 0.446 -5.918
H -3.344 1.211 -7.374
H -1.053 1.981 -6.420
H 4.168 5.252 -3.971
C -1.573 -1.849 -0.980
N -2.391 -0.788 -1.529
C -2.534 -0.527 -2.876
C -3.389 0.507 -3.006
N -3.748 0.877 -1.724
C -3.147 0.080 -0.795
S -3.322 0.191 0.861
H -1.903 -2.811 -1.374
H -1.685 -1.830 0.099
H -0.524 -1.684 -1.227
H -2.007 -1.099 -3.617
H -3.759 1.003 -3.883
H -4.379 1.607 -1.448
O 2.357 4.636 1.844
C 2.261 3.490 2.241
O 2.503 2.443 1.511
C 1.906 3.195 3.676
C 1.260 2.018 4.025
C 1.072 1.671 5.354
C 1.532 2.523 6.346
C 2.156 3.718 6.008
C 2.338 4.056 4.678
H 0.797 1.396 3.237
H 0.575 0.747 5.614
H 1.406 2.252 7.386
H 2.511 4.381 6.786
H 2.831 4.974 4.389
```

As for the total energy: -444372.394 eV. The charge is -1. The HOMO energy (alpha / beta) is -3.86 / -4.14 eV. Its gap between HOMO and LUMO (alpha / beta) is 5.3 / 5.6 eV. Its spin multiplicity is 3.

Entry 5:
Entry from OMol25: the molecule C20H14ClN3OS in a non-equilibrium geometry (the ωB97M-V functional and the def2-TZVPD basis).

Structure (XYZ):
```
40
Properties=species:S:1:pos:R:3
O 3.790 -2.794 0.862
C 2.789 -2.200 0.535
C 2.463 -0.840 0.940
C 1.270 -0.219 0.609
N 1.336 1.031 1.133
C 0.400 2.026 1.077
N -0.731 1.931 0.481
C -1.448 3.087 0.601
C -2.714 3.317 0.071
C -3.306 4.544 0.279
C -2.660 5.543 1.005
C -1.403 5.335 1.539
C -0.800 4.106 1.335
S 0.762 3.551 1.877
H -0.899 6.106 2.101
H -3.148 6.494 1.152
H -4.288 4.737 -0.127
H -3.203 2.537 -0.489
N 2.503 1.241 1.778
C 3.187 0.133 1.676
H 4.163 0.044 2.109
C 0.156 -0.830 -0.141
H -0.806 -0.505 0.260
H 0.197 -0.502 -1.183
C 0.311 -2.358 -0.041
C -0.717 -3.091 -0.868
C -1.623 -3.925 -0.218
C -2.588 -4.639 -0.903
C -2.672 -4.533 -2.280
C -1.787 -3.713 -2.954
C -0.823 -3.003 -2.254
Cl 0.237 -2.006 -3.202
H -1.837 -3.619 -4.028
H -3.419 -5.084 -2.830
H -3.272 -5.276 -0.363
H -1.564 -4.015 0.857
C 1.741 -2.797 -0.392
H 1.822 -3.885 -0.359
H 1.998 -2.474 -1.403
H 0.140 -2.631 1.007
```

As for the total energy: -50843.524 eV. The charge is 0. The HOMO energy is -8.73 eV. Its gap between HOMO and LUMO is 8.9 eV. As for the SMILES: O=C1C[C@H](c2ccccc2Cl)Cc2c1cnn2-c1nc2ccccc2s1.

Entry 6:
Entry from OMol25: a cluster of 2 separate species, C4H10ClNO in total in a non-equilibrium geometry (the ωB97M-V functional and the def2-TZVPD basis).

Structure (XYZ):
```
17
Properties=species:S:1:pos:R:3
C 0.690 -1.360 -0.192
C -1.066 -0.962 1.555
C -0.744 -1.520 0.047
C 0.646 2.522 -0.552
N -0.517 2.482 -1.033
O 1.818 2.001 -1.008
Cl 0.726 3.103 1.060
H 0.966 -0.329 -0.467
H 1.028 -1.901 -1.080
H 1.268 -1.757 0.590
H -2.058 -0.591 1.547
H -0.983 -1.811 2.277
H -0.340 -0.166 1.854
H -1.263 -2.489 0.101
H -1.260 -1.057 -0.850
H -0.462 2.196 -1.936
H 1.549 1.638 -1.913
```

As for the total energy: -20368.906 eV. The charge is 0. The HOMO energy is -10.63 eV. Its gap between HOMO and LUMO is 11.0 eV. As for the SMILES: [H]/N=C(\O)Cl.CCC.

Entry 7:
Entry from OMol25: the molecule C5H14N2O2 (the ωB97M-V functional and the def2-TZVPD basis).

Structure (XYZ):
```
23
Properties=species:S:1:pos:R:3
C -0.259 -0.097 0.519
C 0.061 0.847 -0.692
C -2.603 -0.226 -0.347
C 2.342 1.468 0.070
C 0.417 -1.470 0.383
N -1.723 -0.155 0.815
N 1.442 1.209 -1.042
O -1.991 -1.362 1.580
O 1.995 0.177 -1.902
H -2.384 -1.000 2.396
H 2.366 -0.499 -1.313
H 0.176 0.374 1.411
H -0.397 0.430 -1.598
H -0.459 1.797 -0.513
H -2.616 0.734 -0.876
H -2.321 -1.018 -1.046
H -3.637 -0.399 -0.028
H 1.881 2.147 0.795
H 3.246 1.964 -0.300
H 2.650 0.560 0.595
H 1.505 -1.373 0.348
H 0.085 -2.003 -0.512
H 0.225 -2.103 1.257
```

As for the total energy: -12483.422 eV. The charge is 0. The HOMO energy is -8.88 eV. Its gap between HOMO and LUMO is 9.7 eV. As for the SMILES: C[C@@H](CN(C)O)N(C)O.

Entry 8:
Entry from OMol25: the molecule C3H5NOS2 in a non-equilibrium geometry (the ωB97M-V functional and the def2-TZVPD basis).

Structure (XYZ):
```
12
Properties=species:S:1:pos:R:3
C 0.199 1.091 0.488
C 0.286 -0.356 0.013
C 1.628 -1.030 -0.243
H -1.196 1.661 -0.735
H 1.183 1.407 0.749
H -0.437 1.048 1.396
H 1.443 -2.047 -0.657
H -2.916 -1.650 -0.321
N -0.694 -1.146 -0.215
O -0.300 1.929 -0.553
S 3.069 -0.322 0.005
S -2.266 -0.585 0.072
```

As for the total energy: -28398.265 eV. The charge is 0. The HOMO energy is -9.10 eV. Its gap between HOMO and LUMO is 8.0 eV. As for the SMILES: OC/C(C=S)=N\S.

Entry 9:
Entry from OMol25: a cluster of 2 separate species, C4H13NO2 in total in a non-equilibrium geometry (the ωB97M-V functional and the def2-TZVPD basis).

Structure (XYZ):
```
20
Properties=species:S:1:pos:R:3
C 0.871 -2.129 0.243
N 1.101 -1.321 -0.947
C 0.040 -0.370 -1.252
C 0.291 1.075 -0.876
C -0.878 1.964 -1.292
O 0.595 1.217 0.522
H 0.761 -1.618 1.199
H -0.027 -2.732 0.171
H 1.715 -2.767 0.304
H 1.994 -0.866 -0.827
H -0.901 -0.802 -0.891
H -0.147 -0.382 -2.340
H 1.221 1.403 -1.339
H -0.556 2.967 -1.551
H -1.683 1.924 -0.554
H -1.333 1.517 -2.163
H -0.118 0.813 1.036
H -1.832 -1.124 2.309
H -0.720 -0.307 2.987
O -1.671 -0.350 2.863
```

As for the total energy: -9943.243 eV. The charge is 0. The HOMO energy is -8.84 eV. Its gap between HOMO and LUMO is 9.5 eV. As for the SMILES: CNC[C@@H](C)O.O.

Entry 10:
Entry from OMol25: a cluster of 2 separate species, CH5ClN2 in total in a non-equilibrium geometry (the ωB97M-V functional and the def2-TZVPD basis).

Structure (XYZ):
```
9
Properties=species:S:1:pos:R:3
C -1.154 0.153 -0.518
N -0.399 -0.657 0.462
N 2.233 0.486 0.696
Cl 3.252 -0.109 -0.281
H -0.346 0.379 -1.300
H -1.925 -0.615 -0.918
H -1.590 1.063 -0.043
H -0.626 -0.394 1.472
H 0.555 -0.306 0.428
```

As for the total energy: -16615.910 eV. The charge is 0. The HOMO energy (alpha / beta) is -9.11 / -9.12 eV. Its gap between HOMO and LUMO (alpha / beta) is 7.7 / 7.8 eV.

Entry 11:
Entry from OMol25: a structure of composition C3H4AgO3 in a non-equilibrium geometry (the ωB97M-V functional and the def2-TZVPD basis).

Structure (XYZ):
```
11
Properties=species:S:1:pos:R:3
O 0.147 -1.270 -2.940
C -0.954 -0.931 -3.155
O -2.079 -0.828 -3.407
H 0.219 1.724 1.841
C 0.200 0.869 1.011
C -0.005 -0.099 2.131
O 1.391 0.795 0.363
H -0.702 0.888 0.355
H 0.633 -0.109 3.022
H -0.960 -0.625 2.228
Ag 2.110 -0.415 -1.449
```

As for the total energy: -13313.178 eV. The charge is 0. The HOMO energy (alpha / beta) is -6.75 / -7.72 eV. Its gap between HOMO and LUMO (alpha / beta) is 5.5 / 6.4 eV. Its spin multiplicity is 2.

Entry 12:
Entry from OMol25: a structure of composition C36H39Cl3N2PSiTc (the ωB97M-V functional and the def2-TZVPD basis).

Structure (XYZ):
```
83
Properties=species:S:1:pos:R:3
Tc -0.201 0.247 -0.698
C -4.311 -4.612 -3.441
C -2.972 -4.384 -4.173
C -2.155 -5.675 -4.142
C -3.243 -3.987 -5.633
C -2.272 -3.248 -3.456
C -2.790 -1.949 -3.496
C -2.213 -0.947 -2.758
N -1.102 -1.135 -2.017
C -0.548 -2.373 -2.011
C -1.122 -3.430 -2.682
C 0.681 -2.503 -1.209
C 1.566 -3.548 -1.341
C 2.706 -3.632 -0.533
C 2.894 -2.594 0.391
C 2.003 -1.559 0.459
N 0.909 -1.485 -0.336
C 3.717 -4.749 -0.649
C 5.011 -4.127 -1.216
C 3.996 -5.343 0.743
C 3.241 -5.861 -1.583
H -4.797 -5.497 -3.853
H -4.988 -3.766 -3.567
H -4.158 -4.779 -2.372
H -2.680 -6.437 -4.716
H -2.036 -6.066 -3.129
H -1.171 -5.548 -4.599
H -3.730 -4.817 -6.142
H -2.315 -3.764 -6.163
H -3.904 -3.124 -5.716
H -3.661 -1.714 -4.091
H -2.632 0.048 -2.765
H -0.685 -4.413 -2.592
H 1.381 -4.305 -2.088
H 3.749 -2.581 1.050
H 2.165 -0.749 1.157
H 5.451 -3.404 -0.528
H 4.832 -3.633 -2.172
H 5.740 -4.921 -1.378
H 4.398 -4.609 1.441
H 4.738 -6.135 0.644
H 3.094 -5.776 1.179
H 3.164 -5.525 -2.620
H 2.283 -6.283 -1.268
H 3.970 -6.670 -1.565
Cl 1.052 1.306 -2.057
Si 0.501 1.369 1.392
Cl 2.279 2.270 1.507
Cl -0.278 1.030 3.196
C -1.392 4.574 3.124
C -0.488 4.550 2.069
C -0.715 3.694 0.996
C -1.845 2.859 0.994
C -2.748 2.885 2.048
C -2.513 3.748 3.113
P -2.045 1.807 -0.438
C -2.604 2.817 -1.802
C -3.483 3.860 -1.488
C -4.002 4.640 -2.507
C -3.632 4.404 -3.825
C -2.740 3.384 -4.134
C -2.222 2.590 -3.126
C -3.163 0.478 -0.025
C -2.549 -0.555 0.701
C -3.242 -1.714 1.017
C -4.568 -1.823 0.614
C -5.187 -0.793 -0.088
C -4.487 0.361 -0.422
H -1.231 5.250 3.953
H 0.376 5.201 2.075
H -0.043 3.719 0.139
H -3.621 2.245 2.051
H -3.211 3.778 3.939
H -3.764 4.063 -0.462
H -4.692 5.439 -2.270
H -4.030 5.028 -4.614
H -2.436 3.222 -5.160
H -1.514 1.810 -3.380
H -1.528 -0.434 1.103
H -2.778 -2.498 1.600
H -5.128 -2.716 0.859
H -6.227 -0.888 -0.373
H -4.965 1.151 -0.989
```

As for the total energy: -97856.492 eV. The charge is +3. The HOMO energy (alpha / beta) is -17.22 / -17.22 eV. Its gap between HOMO and LUMO (alpha / beta) is 5.7 / 6.2 eV. Its spin multiplicity is 2.